1.
{
  "formula": "CH3N3O2S",
  "method": "the ωB97M-V functional and the def2-TZVPD basis",
  "symbols": ["S", "O", "O", "N", "N", "N", "C", "H", "H", "H"],
  "xyz": [[-0.649, 1.511, -0.325], [0.112, 1.514, -1.587], [-1.479, 0.341, -0.148], [-2.573, -1.816, -2.038], [-3.288, -2.166, -1.268], [1.002, 0.854, 1.222], [1.640, -0.141, 0.755], [2.559, -0.503, 1.340], [1.433, -0.774, -0.120], [1.244, 1.179, 2.168]],
  "orbital_gap_ev": 10.42,
  "spin_multiplicity": 1,
  "lumo_energy_ev": 0.207,
  "energy_ha": -752.83022
}

2.
{
  "formula": "C3H5Cl3",
  "method": "the ωB97M-V functional and the def2-TZVPD basis",
  "symbols": ["Cl", "Cl", "Cl", "C", "C", "C", "H", "H", "H", "H", "H"],
  "xyz": [[3.172, 1.592, -0.514], [-1.789, 0.301, 2.321], [-1.437, 2.343, -0.458], [-0.982, 0.081, 0.920], [-1.078, -1.011, 0.121], [-0.260, 1.280, 0.354], [-1.661, -1.888, 0.478], [-0.776, -1.181, -0.953], [0.284, 1.858, 1.026], [2.942, 0.627, 0.110], [0.346, 1.040, -0.572]],
  "orbital_gap_ev": 10.35,
  "spin_multiplicity": 1,
  "lumo_energy_ev": 0.730,
  "energy_ha": -1497.83555
}

3.
{
  "formula": "C5H8N2S",
  "method": "the ωB97M-V functional and the def2-TZVPD basis",
  "symbols": ["S", "N", "N", "C", "C", "C", "C", "C", "H", "H", "H", "H", "H", "H", "H", "H"],
  "xyz": [[2.809, 0.389, 0.002], [-2.143, 1.619, -0.002], [-2.037, -0.789, 0.001], [-0.622, -1.057, 0.004], [0.273, -0.419, 1.088], [-2.648, 0.448, -0.007], [0.282, -0.424, -1.095], [1.270, -0.068, -0.007], [0.646, -1.067, -1.874], [-0.154, 0.464, -1.552], [-2.669, -1.584, -0.006], [-1.123, 1.637, 0.000], [-0.514, -2.126, 0.027], [-3.708, 0.337, 0.028], [0.681, -1.071, 1.891], [-0.174, 0.505, 1.560]],
  "orbital_gap_ev": 8.45,
  "spin_multiplicity": 1,
  "lumo_energy_ev": -0.217,
  "energy_ha": -702.96392
}

4.
{
  "formula": "C17H22ClNSSn",
  "method": "the ωB97M-V functional and the def2-TZVPD basis",
  "symbols": ["Sn", "Cl", "S", "N", "C", "C", "C", "C", "C", "C", "C", "C", "C", "C", "C", "C", "C", "C", "C", "C", "C", "H", "H", "H", "H", "H", "H", "H", "H", "H", "H", "H", "H", "H", "H", "H", "H", "H", "H", "H", "H", "H", "H"],
  "xyz": [[0.818, 0.589, 0.037], [-3.580, -1.231, -1.500], [0.503, -2.909, 3.881], [-0.105, -1.615, 1.723], [-1.117, -2.535, 1.929], [-0.961, -3.334, 3.047], [-6.185, -1.682, -1.169], [-0.839, 2.586, 0.207], [1.018, -1.637, -1.284], [1.015, -0.650, -2.315], [-4.940, -3.098, -2.838], [-5.086, -1.691, -2.241], [0.454, 2.943, 0.719], [2.879, -0.287, -0.992], [-5.440, -0.695, -3.355], [-0.466, 1.329, 2.103], [-1.411, 1.615, 1.072], [2.153, 0.190, -2.130], [0.680, 2.172, 1.911], [2.158, -1.405, -0.450], [0.812, -1.689, 2.675], [1.060, 3.785, 0.392], [1.499, 2.327, 2.615], [-2.454, 1.300, 1.061], [-7.143, -1.985, -1.610], [-4.170, -3.108, -3.616], [-1.951, -2.578, 1.228], [-4.667, -0.687, -4.129], [-1.337, 3.066, -0.638], [-5.891, -3.416, -3.284], [-6.395, -0.975, -3.823], [-6.300, -0.678, -0.747], [0.380, -2.517, -1.248], [0.351, -0.653, -3.179], [1.697, -1.057, 2.741], [-5.944, -2.376, -0.358], [3.877, 0.029, -0.683], [-4.663, -3.824, -2.066], [-0.670, 0.764, 3.008], [2.517, -2.070, 0.328], [2.491, 0.962, -2.822], [-1.641, -4.107, 3.372], [-5.537, 0.318, -2.954]],
  "orbital_gap_ev": [3.81, 3.82],
  "total_charge": 2,
  "spin_multiplicity": 1,
  "lumo_energy_ev": [-11.361, -11.360],
  "energy_ha": -1787.62744
}

ΔE to the lowest compared entry with this formula, charge and spin: 0.6, 33.6, 41.5, 23.2 (kcal per mole)